1.
7 unconnected molecules or ions with the total composition C44H36N2O27P in a non-equilibrium geometry. Source: OMol25; level of theory: the ωB97M-V functional and the def2-TZVPD basis.

```
110
Properties=species:S:1:pos:R:3:forces:R:3:lowdin_charge:R:1
C -0.391 1.549 -1.213 0.15 -0.25 -0.39 -0.005
C 0.871 1.067 -1.893 -0.28 -1.04 -1.13 -0.293
C 0.730 -0.213 -2.740 0.14 1.39 0.47 -0.002
N 2.033 1.646 -1.801 -0.46 -0.97 2.12 0.168
C 2.730 1.486 -0.660 -0.02 0.47 -0.21 -0.217
C 2.728 0.188 -0.004 0.26 0.72 0.54 0.036
C 3.412 0.053 1.167 -0.49 0.13 -0.92 -0.060
N 4.088 1.106 1.723 0.66 -1.65 0.98 -0.096
P 4.891 0.831 3.253 0.52 2.17 2.62 0.463
O 5.090 2.144 3.865 -0.07 0.23 -0.57 -0.234
O 3.837 -0.027 4.133 0.51 -0.21 -2.10 -0.094
O 6.272 0.084 3.068 -1.38 -0.56 -0.35 -0.076
C 4.160 2.337 1.137 -0.47 -0.15 -0.85 -0.029
C 3.497 2.535 -0.040 0.41 0.04 -0.29 0.039
H -0.674 0.863 -0.389 0.26 0.33 -0.28 0.117
H -1.204 1.438 -1.957 0.29 0.14 0.39 0.103
H -0.359 2.589 -0.871 0.14 -0.44 0.03 0.077
H 0.267 -0.965 -2.073 -0.01 0.29 -0.42 0.105
H 1.735 -0.538 -3.038 -0.48 0.05 -0.21 0.093
H 0.062 0.020 -3.584 0.26 -0.50 0.15 0.102
H 2.216 -0.695 -0.389 0.09 0.48 -0.11 0.124
H 3.406 -0.914 1.679 0.26 0.48 0.07 0.143
H 2.964 0.308 3.862 -0.03 -0.24 0.58 0.102
H 6.874 0.480 3.736 0.33 0.04 0.04 0.066
H 4.729 3.116 1.648 -0.23 -0.44 0.01 0.144
H 3.562 3.521 -0.505 -0.18 -0.39 0.07 0.132
C -4.841 3.932 -1.041 0.35 -0.07 0.00 0.078
C -5.831 4.428 -1.801 -0.24 -0.20 0.66 -0.238
C -5.547 5.168 -3.073 0.36 0.23 -0.40 -0.305
O -6.478 5.579 -3.734 -0.21 -0.15 0.23 0.133
C -4.152 5.364 -3.456 -0.16 0.01 -0.07 0.084
C -3.170 4.872 -2.694 0.14 0.30 -0.44 -0.231
C -3.457 4.108 -1.437 -0.52 -0.18 0.43 -0.308
O -2.519 3.663 -0.789 0.24 0.16 -0.31 0.064
O -1.879 5.034 -3.012 -0.17 -0.30 0.36 0.105
O -7.105 4.288 -1.473 0.54 1.89 0.36 0.086
H -5.033 3.394 -0.124 -0.04 0.01 -0.01 0.139
H -3.957 5.915 -4.366 0.02 0.00 0.01 0.141
H -1.378 4.589 -2.305 0.02 0.08 0.01 0.104
H -7.609 4.731 -2.182 -0.11 -0.06 0.03 0.135
C 10.273 0.139 4.483 -0.38 0.22 0.06 0.077
C 11.570 -0.073 4.750 -0.16 -0.43 -0.53 -0.223
C 12.278 0.669 5.846 0.03 0.47 0.52 -0.305
O 13.448 0.425 6.057 -0.01 -0.25 -0.30 0.133
C 11.520 1.657 6.603 0.16 -0.12 -0.08 0.089
C 10.227 1.869 6.332 0.12 0.39 0.48 -0.226
C 9.519 1.106 5.256 0.30 -0.54 -0.41 -0.292
O 8.328 1.328 5.063 -0.37 0.05 0.10 0.061
O 9.503 2.769 7.005 -0.16 -0.40 -0.46 0.121
O 12.295 -0.949 4.063 0.12 0.38 0.47 0.131
H 9.752 -0.391 3.698 0.06 -0.04 0.00 0.135
H 12.042 2.199 7.378 -0.03 0.00 0.01 0.143
H 8.607 2.733 6.624 -0.02 0.12 0.09 0.119
H 13.192 -0.915 4.451 0.04 -0.08 -0.05 0.129
C 4.366 -1.512 7.033 -0.20 -0.22 0.02 0.080
C 5.560 -0.910 7.034 -0.38 0.31 -0.36 -0.216
C 6.714 -1.453 7.822 0.26 -0.46 0.45 -0.304
O 7.783 -0.875 7.769 -0.14 0.26 -0.27 0.116
C 6.494 -2.654 8.619 0.10 0.22 -0.14 0.085
C 5.297 -3.255 8.619 0.40 -0.32 0.44 -0.223
C 4.155 -2.723 7.810 -0.10 0.48 -0.34 -0.290
O 3.089 -3.313 7.824 0.08 -0.27 0.29 0.087
O 5.059 -4.354 9.336 -0.38 0.35 -0.38 0.128
O 5.789 0.202 6.332 0.47 -0.31 0.30 0.086
H 3.529 -1.131 6.468 0.02 0.02 0.01 0.124
H 7.328 -3.028 9.196 -0.02 -0.03 0.00 0.140
H 4.128 -4.591 9.163 0.04 -0.14 0.04 0.126
H 6.726 0.433 6.499 0.00 0.13 -0.10 0.094
C -9.371 -0.447 -3.993 0.05 0.16 0.24 0.077
C -8.774 -0.506 -5.192 -0.50 -0.47 0.04 -0.231
C -7.626 0.396 -5.542 0.30 0.40 0.10 -0.308
O -7.104 0.293 -6.636 -0.18 -0.20 -0.06 0.112
C -7.188 1.367 -4.545 0.05 -0.07 -0.16 0.079
C -7.788 1.425 -3.351 0.49 0.32 -0.01 -0.206
C -8.917 0.506 -2.992 -0.46 -0.49 -0.18 -0.314
O -9.411 0.594 -1.883 0.26 0.31 0.10 0.114
O -7.415 2.306 -2.411 -0.71 -1.98 -0.95 0.070
O -9.163 -1.363 -6.133 0.57 0.49 0.09 0.114
H -10.197 -1.092 -3.728 0.01 -0.01 -0.03 0.138
H -6.372 2.024 -4.814 -0.01 0.01 0.00 0.132
H -8.003 2.139 -1.648 0.04 0.08 0.06 0.130
H -8.576 -1.206 -6.900 -0.24 -0.18 -0.23 0.089
C 2.966 -6.552 3.847 0.02 0.14 0.16 0.079
C 2.265 -6.563 2.706 0.40 -0.51 0.06 -0.237
C 1.244 -5.510 2.404 -0.33 0.45 0.18 -0.325
O 0.648 -5.554 1.342 0.20 -0.23 -0.12 0.099
C 1.007 -4.476 3.401 0.05 -0.11 -0.27 0.063
C 1.703 -4.463 4.547 -0.48 0.59 0.07 -0.229
C 2.749 -5.505 4.838 0.25 -0.51 -0.15 -0.307
O 3.371 -5.445 5.879 -0.11 0.25 0.03 0.120
O 1.500 -3.525 5.474 0.52 -0.61 -0.14 0.103
O 2.438 -7.507 1.779 -0.34 0.47 -0.02 0.115
H 3.708 -7.306 4.074 -0.01 0.00 -0.02 0.139
H 0.254 -3.733 3.177 -0.02 -0.02 0.05 0.130
H 2.115 -3.710 6.220 -0.13 0.22 0.16 0.077
H 1.818 -7.289 1.058 0.02 -0.09 -0.03 0.120
C -11.038 -1.156 -10.298 0.23 -0.04 0.17 0.079
C -11.683 -0.575 -11.318 -0.36 -0.45 0.30 -0.231
C -11.035 0.489 -12.153 0.47 0.37 -0.13 -0.313
O -11.658 0.970 -13.079 -0.28 -0.20 0.09 0.119
C -9.680 0.902 -11.807 -0.19 0.00 -0.12 0.078
C -9.038 0.324 -10.785 0.38 0.46 -0.28 -0.230
C -9.678 -0.758 -9.970 -0.52 -0.29 0.04 -0.300
O -9.040 -1.263 -9.062 0.31 0.18 0.04 0.094
O -7.797 0.678 -10.437 -0.36 -0.43 0.24 0.113
O -12.930 -0.911 -11.648 0.36 0.39 -0.24 0.120
H -11.493 -1.925 -9.690 -0.02 0.00 -0.02 0.138
H -9.229 1.682 -12.405 0.02 -0.01 0.01 0.138
H -7.563 0.115 -9.674 0.09 0.07 0.02 0.113
H -13.161 -0.351 -12.414 -0.07 -0.04 -0.01 0.123
```
Positions in Å, forces in eV/Å.

Calculated values
E_LUMO   -3.86 eV
Molecular weight   1055.7 g/mol
Charge   +1
HOMO energy   -10.7638 eV

2.
2 unconnected molecules or ions with the total composition C3H10N2 in a non-equilibrium geometry. Source: OMol25; level of theory: the ωB97M-V functional and the def2-TZVPD basis.

```
15
Properties=species:S:1:pos:R:3:forces:R:3:lowdin_charge:R:1
C 0.800 3.302 -3.151 -0.63 -1.82 -1.24 -0.085
C 0.205 3.526 -4.327 1.03 1.25 -0.01 -0.084
H 0.444 2.455 -2.569 0.42 -0.04 0.12 0.039
H 1.815 3.643 -3.009 -0.36 0.98 0.78 0.047
H -0.437 2.911 -4.941 -0.79 -0.06 0.85 0.045
H 0.497 4.456 -4.811 0.32 -0.30 -0.50 0.039
N 0.962 -2.096 2.465 -1.55 -1.65 -0.04 -0.028
C -0.419 -1.543 2.236 2.10 0.52 1.15 -0.383
N -1.458 -2.533 2.354 -0.55 -1.17 -1.16 -0.023
H 1.234 -2.676 1.665 0.01 0.56 -0.28 0.049
H 0.709 -2.868 3.100 0.69 0.42 0.48 0.056
H -0.276 -0.930 1.336 -0.85 -0.02 0.05 0.103
H -0.533 -0.958 3.156 -0.22 0.74 -0.66 0.100
H -1.301 -3.327 1.735 0.47 -0.03 0.09 0.063
H -2.358 -2.230 1.999 -0.09 0.63 0.37 0.063
```
Positions in Å, forces in eV/Å.

Calculated values
E_LUMO   1.01 eV
Molecular weight   74.1 g/mol
SMILES   C=C.NCN
Relative energy (zero: lowest compared OMol25 entry of this formula, charge and spin)   2.149 eV
HOMO energy   -9.7418 eV

3.
2 unconnected molecules or ions with the total composition C4H14N2O in a non-equilibrium geometry. Source: OMol25; level of theory: the ωB97M-V functional and the def2-TZVPD basis.

```
21
Properties=species:S:1:pos:R:3:forces:R:3:lowdin_charge:R:1
C -1.428 0.921 1.882 -0.21 0.67 1.05 -0.091
C -1.371 -0.053 0.726 0.53 -0.26 -0.34 -0.459
C -0.747 -1.379 1.196 -0.91 -0.76 1.07 -0.073
N -0.614 0.571 -0.354 0.07 0.73 -0.40 -0.060
C -1.061 0.425 -1.730 -0.64 -0.31 0.17 -0.341
N -0.413 1.275 -2.708 -0.22 -0.94 0.39 0.009
H -2.013 1.834 1.738 -0.17 -0.26 -0.61 0.074
H -1.848 0.477 2.787 0.07 -0.25 0.02 0.075
H -0.443 1.320 2.144 0.19 -0.40 -0.10 0.077
H -2.391 -0.273 0.400 0.09 0.20 -0.32 0.133
H -1.521 -2.025 1.638 -0.10 0.33 0.10 0.074
H -0.318 -2.075 0.475 0.33 0.64 -0.45 0.069
H -0.076 -1.202 2.040 0.41 -0.01 -0.32 0.070
H 0.378 0.427 -0.256 0.16 -0.17 0.06 0.105
H -0.967 -0.601 -2.106 -0.05 -0.11 -0.04 0.111
H -2.126 0.660 -1.691 -0.12 -0.05 -0.19 0.109
H 0.479 0.844 -2.916 0.21 0.61 -0.12 0.058
H -0.328 2.204 -2.338 0.38 0.33 0.03 0.060
O 4.694 -1.458 0.707 0.48 0.20 0.19 -0.050
H 4.551 -0.517 0.834 0.01 0.02 0.01 0.032
H 3.867 -1.792 0.377 -0.50 -0.22 -0.19 0.017
```
Positions in Å, forces in eV/Å.

Calculated values
E_LUMO   0.43 eV
Molecular weight   106.2 g/mol
SMILES   CC(C)NCN.O
Relative energy (zero: lowest compared OMol25 entry of this formula, charge and spin)   1.357 eV
HOMO energy   -8.6419 eV

| no. | frontier orbital gap (eV) |
| --- | --- |
| 1 | 6.90 |
| 2 | 10.75 |
| 3 | 9.07 |